No. 1
The ion C4H8N3 with charge +1. Source: the Open Molecules 2025 dataset; level of theory: ωB97M-V with the def2-TZVPD basis set.

Last column: Mulliken charge in e.
Cartesian coordinates (Å):
1 C 0.945 -1.904 2.013  0.121
2 C 1.849 -0.609 0.473  0.129
3 C -1.416 0.814 -0.758  -1.067
4 C -0.178 -0.021 -1.031  -0.243
5 N 2.033 -1.345 1.544  -0.432
6 N -0.161 -1.576 1.469  -0.271
7 N 0.660 -0.274 0.046  -0.021
8 H 1.095 -2.711 2.795  0.388
9 H 2.866 -0.370 0.055  0.383
10 H -2.155 0.083 -0.677  0.336
11 H -1.551 1.499 -1.536  0.350
12 H -1.337 1.423 0.203  0.315
13 H 0.431 0.351 -1.842  0.437
14 H -0.476 -1.018 -1.349  0.307
15 H -0.970 -1.292 1.939  0.268

Atoms 1-2, force components in eV/Å:
C 1.1 -0.7 1.1
C 0.4 0.5 -0.6

Calculated values
calculated total energy: -321.07193 Eh
net charge: +1
2S+1: 1
relative energy (zero: lowest compared OMol25 entry of this formula, charge and spin): 137.7 kcal/mol

***

No. 2
A structure of composition C4H11NO2S. Source: the Open Molecules 2025 dataset; level of theory: ωB97M-V with the def2-TZVPD basis set.

Last column: Mulliken charge in e.
Cartesian coordinates (Å):
1 C 0.481 1.230 -0.665  -1.199
2 C 0.745 -0.070 -0.030  0.695
3 C -0.052 0.124 1.370  -0.720
4 C 0.036 -1.281 -0.692  -0.660
5 H -1.391 2.124 0.037  0.345
6 H -1.274 0.819 -1.165  0.342
7 H 0.900 2.114 -0.219  0.508
8 H 1.025 1.132 -1.732  0.359
9 H 2.729 -0.934 1.195  0.153
10 H 0.408 0.957 2.003  0.325
11 H 0.168 -0.719 1.924  0.510
12 H -1.771 -0.173 0.474  0.427
13 H 0.610 -2.177 -0.424  0.432
14 H 0.313 -1.423 -1.815  0.276
15 H -1.787 -2.391 -0.170  0.408
16 N -0.926 1.740 -0.845  -0.703
17 O -1.410 0.255 1.307  -0.631
18 O -1.402 -1.279 -0.616  -0.683
19 S 2.600 -0.048 0.064  -0.186

Atoms 1-2, force components in eV/Å:
C 0.2 2.9 -4.0
C -2.3 0.7 2.6

Calculated values
calculated total energy: -762.27605 Eh
2S+1: 1
relative energy (zero: lowest compared OMol25 entry of this formula, charge and spin): 108.7 kcal/mol

***

No. 3
A structure of composition C28H53FGaNO7PS. Source: the Open Molecules 2025 dataset; level of theory: ωB97M-V with the def2-TZVPD basis set.

Last column: Mulliken charge in e.
Cartesian coordinates (Å):
1 C -1.258 -5.510 2.541  -0.556
2 N -2.681 -5.119 2.202  -0.454
3 C -2.714 -3.821 1.368  -0.232
4 Ga -2.884 -4.296 -0.645  -0.344
5 C -2.784 -2.617 -1.895  0.553
6 C -2.869 -3.007 -3.499  -0.509
7 O -1.740 -2.434 -4.300  -0.437
8 C -0.466 -2.965 -3.789  0.664
9 C 0.697 -3.193 -4.922  -0.620
10 O 1.184 -1.967 -5.574  -0.406
11 C 1.695 -0.982 -4.608  0.378
12 C 1.410 0.636 -4.896  -0.587
13 C 1.908 1.821 -3.836  -0.242
14 C 2.710 1.303 -2.502  -0.055
15 C 3.204 2.416 -1.355  1.637
16 C 4.874 2.386 -1.456  -1.278
17 C 2.781 3.965 -1.747  -1.325
18 C 2.848 1.977 0.180  -0.620
19 C 1.323 2.286 0.678  1.455
20 C 1.087 1.339 2.037  -1.065
21 C 1.033 3.826 1.159  -1.000
22 C 0.135 1.863 -0.367  -1.024
23 C 3.021 -0.282 -2.211  -0.170
24 C 2.534 -1.453 -3.250  -0.433
25 P -4.966 -5.429 -0.889  0.474
26 O -6.128 -4.458 -1.345  -0.694
27 S -1.263 -5.889 -1.125  0.852
28 O -1.441 -6.441 -2.588  -0.579
29 O 0.108 -5.173 -1.039  -0.554
30 F -1.376 -7.287 -0.097  -0.340
31 H -0.467 -5.057 1.783  0.175
32 H -1.187 -6.691 2.394  0.193
33 H -0.944 -5.308 3.652  0.234
34 H -3.132 -5.878 1.612  0.233
35 H -3.648 -3.218 1.793  0.070
36 H -1.706 -3.261 1.604  0.318
37 H -3.773 -1.996 -1.650  -0.174
38 H -1.888 -1.912 -1.620  -0.045
39 H -3.925 -2.641 -3.900  0.271
40 H -2.897 -4.192 -3.565  0.322
41 H -0.721 -4.027 -3.310  -0.243
42 H -0.131 -2.290 -2.874  0.003
43 H 0.238 -3.925 -5.739  0.358
44 H 1.580 -3.801 -4.418  0.189
45 H 0.822 1.032 -5.850  0.236
46 H 1.645 2.940 -4.082  0.212
47 H 5.227 3.351 -0.853  0.337
48 H 5.336 1.462 -0.902  0.281
49 H 5.257 2.532 -2.556  0.314
50 H 3.016 4.704 -0.840  0.195
51 H 1.657 4.097 -2.046  0.279
52 H 3.440 4.355 -2.660  0.356
53 H 3.590 2.544 0.914  0.051
54 H 3.038 0.816 0.359  0.075
55 H -0.036 1.396 2.360  0.262
56 H 1.854 1.613 2.881  0.090
57 H 1.335 0.232 1.683  0.339
58 H 0.098 3.774 1.899  0.365
59 H 0.632 4.409 0.197  0.256
60 H 1.952 4.392 1.611  -0.078
61 H -0.955 2.092 -0.003  0.313
62 H 0.322 2.444 -1.391  0.151
63 H 0.229 0.711 -0.659  0.145
64 H 3.584 -0.600 -1.230  0.153
65 H 2.750 -2.591 -2.994  0.136
66 H -4.742 -6.479 -1.885  0.035
67 H -5.274 -6.128 0.363  0.039
68 C -4.792 1.346 1.683  -0.571
69 C -5.898 0.528 1.070  -0.707
70 C -5.153 -0.289 0.036  -0.379
71 O -3.827 -0.491 0.543  -0.182
72 C -3.634 0.371 1.673  -0.027
73 H -5.025 1.720 2.683  0.357
74 H -4.564 2.204 1.040  0.249
75 H -6.333 -0.136 1.827  0.280
76 H -6.703 1.129 0.639  0.370
77 H -5.070 0.252 -0.913  0.279
78 H -5.626 -1.257 -0.154  0.298
79 H -3.634 -0.253 2.573  0.310
80 H -2.665 0.871 1.594  -0.202
81 C 3.611 5.710 5.486  -0.580
82 C 4.718 4.688 5.527  -0.555
83 C 4.193 3.617 4.596  -0.554
84 O 3.382 4.278 3.615  -0.247
85 C 3.157 5.627 4.045  -0.457
86 H 3.930 6.715 5.775  0.332
87 H 2.797 5.403 6.153  0.274
88 H 5.638 5.121 5.117  0.270
89 H 4.933 4.313 6.530  0.324
90 H 3.557 2.903 5.130  0.308
91 H 4.996 3.064 4.098  0.293
92 H 3.751 6.286 3.403  0.331
93 H 2.100 5.882 3.923  0.249

Atoms 1-2, force components in eV/Å:
C 0.5 -1.9 -0.6
N 0.9 -0.2 -1.0

Calculated values
calculated total energy: -4443.78059 Eh
net charge: -1
2S+1: 1

***

Which of these has the lowest calculated total energy? C28H53FGaNO7PS